(1)
Entry from the Open Molecules 2025 dataset: a molecular structure, C36H34BrF10HfN4O9P2Te2 in a non-equilibrium geometry (ωB97M-V/def2-TZVPD).

Last column: Löwdin charge in e.
Element x y z (Å)
Hf: -1.023 0.684 0.955  1.631
N: -4.189 4.241 0.076  0.187
C: -2.823 3.951 -0.550  -0.453
C: -2.614 4.835 -1.774  -0.052
P: -1.679 4.394 0.867  0.405
O: -0.438 5.047 0.149  -0.117
O: -2.469 5.308 1.714  -0.241
O: -1.247 3.026 1.462  -0.554
P: -2.822 2.151 -0.830  0.339
O: -3.604 2.024 -2.199  -0.073
O: -3.491 1.546 0.362  -0.285
O: -1.396 1.627 -0.928  -0.448
H: -4.863 4.560 -0.617  0.170
H: -4.021 4.962 0.812  0.133
H: -4.533 3.390 0.540  0.147
H: -2.645 5.891 -1.502  0.101
H: -3.372 4.628 -2.532  0.090
H: -1.633 4.636 -2.204  0.092
H: -0.093 5.828 0.611  0.123
H: -3.893 1.116 -2.396  0.109
C: 0.624 1.820 -3.646  -0.064
O: 0.646 0.774 -2.681  -0.184
C: 0.624 -0.502 -3.153  -0.213
C: 1.282 -0.896 -4.308  -0.040
C: 1.296 -2.233 -4.678  -0.676
Br: 2.213 -2.743 -6.243  0.787
C: 0.661 -3.188 -3.911  -0.056
C: -0.018 -2.794 -2.763  -0.088
C: -0.043 -1.454 -2.386  -0.172
O: -0.605 -1.071 -1.188  -0.030
C: -0.657 -3.802 -1.894  -0.293
N: -0.041 -4.786 -1.320  0.202
C: -1.017 -5.431 -0.556  -0.218
C: -0.901 -6.555 0.261  -0.007
C: -2.041 -7.003 0.898  -0.077
C: -3.276 -6.357 0.727  -0.074
C: -3.405 -5.238 -0.072  -0.018
C: -2.246 -4.785 -0.693  -0.187
N: -1.990 -3.698 -1.528  0.156
H: 1.581 1.919 -4.163  0.092
H: 0.430 2.735 -3.092  0.074
H: -0.167 1.652 -4.380  0.110
H: 1.800 -0.162 -4.910  0.112
H: 0.683 -4.236 -4.179  0.122
H: -1.162 -1.793 -0.852  0.061
H: 0.053 -7.053 0.375  0.117
H: -1.987 -7.875 1.535  0.106
H: -4.149 -6.752 1.230  0.108
H: -4.364 -4.758 -0.214  0.107
H: -2.689 -3.216 -2.073  0.165
N: 0.486 -1.144 1.365  0.007
C: 1.930 -1.199 1.258  -0.294
C: 2.501 -1.798 0.146  -0.034
C: 3.882 -1.895 0.059  -0.071
C: 4.686 -1.385 1.070  -0.068
C: 4.100 -0.806 2.186  -0.057
C: 2.718 -0.721 2.292  -0.046
H: 0.111 -1.949 0.877  0.092
H: 0.234 -1.287 2.342  0.090
H: 1.875 -2.209 -0.640  0.110
H: 4.329 -2.376 -0.803  0.117
H: 5.763 -1.456 0.997  0.113
H: 4.719 -0.424 2.988  0.119
H: 2.255 -0.282 3.169  0.118
F: -3.513 -1.017 -0.910  0.040
C: -3.506 -1.412 0.398  -0.254
C: -2.421 -1.119 1.199  -0.127
C: -2.527 -1.598 2.490  -0.235
F: -1.526 -1.367 3.371  0.062
C: -3.626 -2.259 3.002  -0.133
F: -3.671 -2.660 4.264  0.150
C: -4.683 -2.518 2.148  -0.130
F: -5.742 -3.183 2.574  0.155
C: -4.620 -2.097 0.828  -0.160
F: -5.624 -2.374 -0.006  0.121
F: 0.711 2.592 4.742  -0.347
Te: -0.736 2.486 3.581  1.889
F: 0.055 4.140 3.139  -0.359
F: -2.207 1.301 2.668  -0.436
F: -2.144 3.538 4.082  -0.293
F: -1.324 1.374 4.938  -0.335
O: 0.160 1.211 2.577  -0.676
C: 2.870 2.540 1.540  -0.375
Te: 1.567 2.149 -0.085  1.527
C: 3.283 1.432 -1.105  -0.364
C: 4.448 2.008 -0.338  -0.285
C: 5.727 1.992 -0.889  -0.036
C: 6.804 2.493 -0.178  -0.073
C: 6.609 3.019 1.093  -0.072
C: 5.338 3.041 1.643  -0.032
C: 4.250 2.535 0.934  -0.286
H: 2.747 1.760 2.286  0.033
H: 2.602 3.494 1.985  0.063
H: 3.240 1.778 -2.136  0.059
H: 3.284 0.346 -1.088  0.040
H: 5.876 1.586 -1.883  0.118
H: 7.794 2.481 -0.616  0.107
H: 7.446 3.418 1.651  0.108
H: 5.183 3.457 2.633  0.120

Computed properties:
Molecular weight: 1432.209 g mol⁻¹
Net charge: +1
DFT total energy: -7128.0545 Eh
HOMO-LUMO gap: 7.068 eV



(2)
Entry from the Open Molecules 2025 dataset: 2 unconnected molecules or ions with the total composition C3H6O2 in a non-equilibrium geometry (ωB97M-V/def2-TZVPD).

Last column: natural (NBO) charge in e.
Element x y z (Å)
O: -1.173 -0.580 0.188  -0.545
C: -1.987 0.022 0.915  0.312
H: -1.731 0.530 2.025  0.113
H: -3.059 0.046 0.760  0.129
C: 1.445 -0.291 0.143  -0.494
C: 1.326 0.454 -0.956  0.091
O: 0.451 -0.063 -2.034  -0.711
H: 2.283 0.058 0.915  0.206
H: 0.818 -1.135 0.357  0.217
H: 1.749 1.502 -0.882  0.198
H: -0.122 -0.543 -1.432  0.485

Computed properties:
Molecular weight: 74.079 g mol⁻¹
Relative energy (zero: lowest compared OMol25 entry of this formula, charge and spin): 86.6 kcal per mole
SMILES: C=CO.C=O
DFT total energy: -268.2671 Eh
HOMO-LUMO gap: 8.821 eV